Entry from OMol25: a molecular structure, C14H31INO5 at a distorted geometry (ωB97M-V with the def2-TZVPD basis set).

The geometry in ORCA input format:
```
! RIJCOSX wB97M-V def2-TZVPD def2/J DEFGRID3
* xyz -1 1
I -3.06 1.11 1.48
N -2.33 -0.02 -0.11
C -1.09 0.68 -0.51
C -0.64 0.22 -1.92
C 0.31 -0.99 -1.93
C 1.50 -0.81 -0.99
C 2.33 0.30 -1.21
C 3.43 0.49 -0.32
C 3.60 -0.43 0.71
C 2.77 -1.53 0.91
C 1.70 -1.72 0.05
H -1.31 1.76 -0.59
H -0.30 0.59 0.25
H -0.17 1.07 -2.41
H -1.55 -0.08 -2.45
H 0.74 -1.05 -2.94
H -0.21 -1.93 -1.75
H 2.12 0.98 -2.02
H 4.10 1.33 -0.44
H 4.44 -0.28 1.39
H 2.94 -2.22 1.72
H 1.00 -2.54 0.13
C -0.25 0.77 4.81
O -1.48 0.16 5.18
H 0.26 1.06 5.73
H 0.38 0.07 4.25
H -0.43 1.66 4.20
H -1.92 -0.09 4.36
C 3.11 4.66 0.49
O 2.39 4.22 -0.65
H 2.95 5.73 0.60
H 2.73 4.14 1.38
H 4.17 4.45 0.36
H 2.53 3.27 -0.73
C 4.59 -2.05 -3.50
O 5.47 -1.55 -2.50
H 5.15 -2.14 -4.43
H 4.21 -3.04 -3.22
H 3.75 -1.37 -3.65
H 4.96 -1.47 -1.69
C -3.88 -2.92 -2.02
O -2.50 -2.84 -1.74
H -4.02 -3.64 -2.84
H -4.44 -3.27 -1.15
H -4.27 -1.95 -2.33
H -2.39 -2.20 -1.01
C -7.17 0.46 1.96
O -6.56 0.85 3.18
H -8.22 0.27 2.15
H -7.07 1.25 1.21
H -6.71 -0.46 1.58
H -5.63 1.01 2.99
*
```

---

Entry from OMol25: 7 unconnected molecules or ions with the total composition C50H96Cl2F4NO22S at a distorted geometry (ωB97M-V with the def2-TZVPD basis set).

The geometry in ORCA input format:
```
! RIJCOSX wB97M-V def2-TZVPD def2/J DEFGRID3
* xyz 1 1
C 0.66 4.27 6.44
C 0.97 4.35 4.80
C 1.84 3.03 4.41
Cl 3.38 3.23 5.49
C 2.17 2.82 2.80
C 3.01 4.17 2.38
C 3.54 4.35 0.86
C 5.01 5.15 0.86
C 4.97 6.59 1.63
C 6.41 6.70 2.46
C 6.35 6.04 3.96
C 7.37 4.78 4.20
C 6.90 3.89 5.53
O 6.67 2.46 5.22
C 6.99 1.60 6.38
C 3.35 1.64 2.77
Cl 3.07 0.19 3.87
O 3.67 1.13 1.44
C 2.49 0.70 0.68
C 3.08 0.14 -0.74
F 4.59 0.07 -0.62
F 2.70 -1.29 -1.04
C 2.79 0.99 -2.08
F 4.04 0.89 -2.93
F 1.73 0.31 -2.93
C 1.27 1.78 0.61
C -0.02 1.22 -0.21
C -0.22 -0.41 -0.27
C -1.88 -0.67 -0.37
C -2.16 -2.25 -0.71
C -1.92 -3.23 0.61
O -0.48 -3.55 0.84
C -0.28 -3.63 2.30
N 0.95 2.49 1.95
S -0.08 1.23 2.71
C 0.04 3.65 1.63
C -1.52 3.54 2.10
O -2.12 4.86 1.70
H 0.75 3.15 6.78
H 1.44 4.89 7.06
H -0.43 4.67 6.70
H 1.64 5.33 4.67
H -0.07 4.46 4.29
H 1.32 2.12 4.94
H 4.02 4.28 3.02
H 2.43 5.19 2.62
H 2.79 5.07 0.29
H 3.69 3.40 0.22
H 5.42 5.22 -0.26
H 5.77 4.44 1.42
H 4.04 6.76 2.33
H 5.00 7.43 0.79
H 7.24 6.13 1.83
H 6.77 7.83 2.52
H 5.23 5.75 4.21
H 6.69 6.89 4.73
H 8.45 5.19 4.47
H 7.49 4.06 3.29
H 7.74 3.92 6.37
H 5.97 4.44 5.97
H 6.53 1.99 7.40
H 8.17 1.54 6.57
H 6.61 0.49 6.25
H 4.38 2.14 3.13
H 2.08 -0.26 1.26
H 2.61 2.14 -1.96
H 1.67 2.67 -0.09
H 0.13 1.52 -1.36
H -1.06 1.67 0.06
H 0.11 -0.99 0.69
H 0.19 -0.89 -1.28
H -2.22 -0.05 -1.33
H -2.44 -0.27 0.58
H -1.49 -2.60 -1.64
H -3.30 -2.41 -1.03
H -2.49 -4.25 0.45
H -2.42 -2.67 1.52
H 0.85 -3.88 2.55
H -0.55 -2.59 2.78
H -0.94 -4.49 2.74
H -0.56 1.69 3.94
H 0.37 4.69 2.11
H -0.02 3.91 0.46
H -1.71 3.50 3.25
H -2.19 2.76 1.54
H -2.43 5.33 2.55
C 9.91 -1.82 3.64
C 9.95 -0.38 3.18
O 10.77 0.41 4.05
C 12.11 0.31 3.85
O 12.66 -0.38 3.00
O 12.73 1.08 4.77
C 14.16 1.00 4.72
H 9.61 -1.88 4.69
H 9.21 -2.40 3.04
H 10.89 -2.29 3.57
H 8.94 0.05 3.22
H 10.29 -0.29 2.14
H 14.53 1.19 3.71
H 14.48 0.02 5.08
H 14.56 1.76 5.39
C -8.46 -2.63 -3.99
C -7.60 -1.51 -3.43
O -6.25 -1.95 -3.25
C -5.49 -1.98 -4.37
O -5.85 -1.66 -5.50
O -4.26 -2.45 -4.04
C -3.38 -2.61 -5.14
H -8.38 -3.53 -3.37
H -9.51 -2.33 -4.03
H -8.14 -2.91 -5.00
H -7.98 -1.22 -2.44
H -7.64 -0.61 -4.06
H -3.31 -1.69 -5.73
H -3.71 -3.44 -5.77
H -2.38 -2.84 -4.75
C 0.00 -9.43 -3.26
C 0.35 -9.98 -1.88
O 1.13 -9.03 -1.14
C 0.43 -8.02 -0.56
O -0.77 -7.86 -0.61
O 1.32 -7.20 0.06
C 0.72 -6.05 0.64
H 0.90 -9.10 -3.78
H -0.51 -10.19 -3.86
H -0.65 -8.56 -3.18
H 0.97 -10.88 -2.00
H -0.54 -10.27 -1.32
H -0.11 -6.32 1.30
H 0.39 -5.36 -0.14
H 1.48 -5.54 1.24
C -15.01 -5.16 -6.20
C -14.15 -4.04 -5.64
O -12.80 -4.48 -5.46
C -12.04 -4.51 -6.59
O -12.40 -4.19 -7.71
O -10.81 -4.97 -6.25
C -9.93 -5.14 -7.36
H -14.93 -6.06 -5.58
H -16.06 -4.86 -6.25
H -14.69 -5.44 -7.21
H -14.53 -3.75 -4.65
H -14.19 -3.14 -6.28
H -9.86 -4.22 -7.95
H -10.26 -5.97 -7.98
H -8.94 -5.37 -6.97
C -0.29 1.81 -4.77
C 1.12 2.05 -5.27
O 1.11 2.48 -6.63
C 0.81 3.79 -6.83
O 0.57 4.61 -5.95
O 0.80 4.03 -8.16
C 0.42 5.36 -8.51
H -0.83 1.13 -5.44
H -0.28 1.38 -3.76
H -0.86 2.74 -4.74
H 1.68 1.10 -5.24
H 1.66 2.76 -4.64
H 1.03 6.10 -7.98
H -0.64 5.51 -8.31
H 0.59 5.49 -9.58
C -7.38 0.78 3.50
C -5.91 0.45 3.27
O -5.75 -0.94 2.95
C -6.03 -1.28 1.67
O -6.39 -0.53 0.78
O -5.86 -2.62 1.55
C -6.20 -3.14 0.26
H -7.81 0.10 4.24
H -7.50 1.81 3.84
H -7.96 0.65 2.58
H -5.35 0.63 4.19
H -5.47 1.08 2.49
H -5.68 -2.59 -0.54
H -7.28 -3.09 0.12
H -5.89 -4.18 0.22
*
```

---

| no. | LUMO (Ha) |
| --- | --- |
| 1 | 0.096 |
| 2 | -0.138 |